# 1
{
  "formula": "C15H27MgN3O3",
  "method": "the ωB97M-V functional and the def2-TZVPD basis",
  "homo_lumo_gap_ha": [0.138, 0.119],
  "energy_ha": -1177.1709,
  "charge": 2,
  "e_lumo_ev": [-7.737, -7.735],
  "homo_energy_ev": [-11.502, -10.986],
  "species": ["H", "O", "H", "Mg", "H", "C", "C", "H", "C", "C", "H", "H", "N", "O", "H", "H", "H", "H", "H", "C", "O", "H", "H", "C", "C", "C", "H", "H", "C", "N", "H", "H", "C", "H", "C", "H", "H", "H", "H", "C", "C", "C", "H", "N", "H", "C", "H", "H", "H"],
  "xyz": [[2.2481, -3.1695, -4.4665], [-0.8507, 0.6083, 0.7958], [5.7313, -2.3994, -2.7900], [-2.4720, 0.4202, 1.6985], [0.7773, -2.3416, -2.9296], [-2.4600, 2.2081, -3.1080], [1.0823, 1.8782, 1.4265], [-0.3072, 2.5353, -2.6780], [-3.7416, -1.1582, 3.8424], [0.6492, 2.2076, 0.1677], [0.8690, 3.0640, -0.3478], [-3.7878, 0.0724, 5.5862], [-1.4186, 1.5616, -1.1685], [-3.3834, 1.2381, 0.1106], [-4.5421, -0.5011, 3.4711], [-2.7990, 1.9229, 3.8367], [-3.2299, -2.1025, 2.0588], [-1.2037, 1.8650, 3.4708], [-1.6105, 0.9679, 5.6526], [3.9912, -1.2170, -2.4024], [-3.4692, 1.8663, -2.0563], [3.9250, -3.5255, -3.9235], [-0.9342, -0.2551, 4.5646], [5.3568, -1.4065, -2.9603], [-3.0414, -0.5183, 5.0388], [-2.8155, 1.5367, -0.9733], [-1.9420, -1.8416, 3.0345], [-2.7355, -1.3145, 5.7304], [2.8573, -1.9279, -2.8032], [-2.8103, -1.4131, 2.6925], [4.8010, -0.2477, -0.7286], [4.1822, 0.8747, -2.0620], [3.1629, -2.7447, -4.0556], [-2.4906, 3.2890, -3.2968], [-0.5099, 1.4272, -0.1122], [1.4245, -2.4902, -1.2523], [1.7988, 2.5452, 1.8424], [-4.2024, -2.1115, 4.1327], [6.0905, -0.7464, -2.4999], [4.4157, -0.1150, -1.7229], [-1.1090, 1.7959, -2.5721], [-1.8239, 0.3569, 4.7646], [5.3964, -1.1618, -4.0107], [-2.0390, 1.2783, 3.5950], [1.2891, 0.8024, 1.5023], [1.5871, -2.0727, -2.2591], [3.5889, -2.0559, -4.7951], [-0.7817, 0.8436, -3.0150], [-2.7135, 1.6719, -4.0258]],
  "forces_ev_per_angstrom": [[0.149, -0.193, -0.007], [0.116, 0.443, -1.397], [0.290, -0.839, -0.286], [-0.623, -0.385, 0.516], [0.173, -0.276, -0.143], [-0.499, 0.720, -0.732], [2.808, -0.189, -3.330], [-0.348, -0.029, -0.146], [-0.153, -0.150, -0.384], [-0.938, -1.334, 2.509], [0.435, 2.144, -1.070], [0.099, -0.173, -0.108], [-0.117, 0.347, 0.841], [0.848, 0.500, -1.531], [0.129, -0.227, 0.066], [0.335, -0.003, 0.112], [0.155, 0.086, 0.378], [-0.398, -0.165, 0.228], [0.021, -0.315, -0.194], [-1.024, -2.376, -1.317], [1.598, -0.031, 0.058], [-0.406, 0.113, 0.329], [-0.188, 0.225, -0.079], [1.328, -1.889, -0.918], [-0.162, -0.103, 0.536], [-0.191, -0.731, 1.362], [-0.390, 0.039, -0.158], [0.053, 0.264, -0.094], [2.351, 0.235, -0.706], [0.081, -0.227, -0.403], [0.878, 0.195, 0.066], [-0.359, 0.594, 0.136], [-0.245, 0.690, -0.793], [-0.420, -0.339, 0.228], [-1.889, -2.148, 0.250], [0.180, 1.091, -0.092], [0.322, 0.500, 0.835], [-0.002, 0.398, 0.050], [0.135, 0.023, -0.047], [-2.527, 3.421, 3.531], [0.658, -0.614, 0.042], [0.150, 0.164, -0.122], [-0.051, 0.006, -0.482], [-0.170, 0.439, -0.081], [-1.070, 0.360, 1.279], [-0.832, -0.361, 0.977], [-0.148, -0.320, -0.204], [0.078, 0.325, 0.139], [-0.219, 0.098, 0.354]],
  "lowdin_charge": [0.08, -0.08, 0.10, 0.82, 0.04, -0.02, 0.15, 0.15, -0.21, 0.01, 0.10, 0.13, 0.09, 0.05, 0.12, 0.12, 0.12, 0.11, 0.13, -0.31, 0.15, 0.10, 0.12, -0.08, -0.17, -0.39, 0.12, 0.13, -0.32, -0.02, 0.08, 0.07, -0.06, 0.15, -0.30, 0.05, 0.09, 0.13, 0.09, 0.00, -0.06, -0.20, 0.10, -0.02, 0.12, 0.02, 0.08, 0.15, 0.15]
}

---

# 2
{
  "formula": "C15H27N3O2",
  "method": "the ωB97M-V functional and the def2-TZVPD basis",
  "homo_lumo_gap_ha": 0.347,
  "energy_ha": -902.0060,
  "de_lowest_ev": 15.087,
  "e_lumo_ev": 0.542,
  "homo_energy_ev": -8.887,
  "species": ["H", "H", "H", "C", "H", "H", "H", "C", "C", "C", "C", "H", "H", "C", "O", "C", "H", "N", "C", "H", "N", "C", "C", "H", "H", "C", "N", "C", "H", "H", "H", "H", "O", "H", "C", "H", "H", "C", "H", "H", "H", "C", "H", "H", "H", "H", "H"],
  "xyz": [[0.1317, 2.0608, 2.9825], [2.1110, 2.0066, -3.6564], [1.8072, -0.5749, -3.6929], [-0.0006, 1.5544, -3.4237], [-0.0449, 3.6056, -3.4323], [-1.3741, 1.3294, 0.8409], [0.6682, -3.7846, -2.0977], [2.2917, -0.4819, -1.6850], [1.2106, -2.5974, 0.7873], [-1.6561, 1.0574, 4.1922], [1.3938, -3.5634, -0.1557], [-1.9567, 0.0245, 4.5622], [0.5439, 0.6872, 3.9962], [0.0557, -1.9292, -1.6341], [1.2122, -2.6120, 1.9496], [-2.8924, 0.2249, 2.1671], [1.9221, -0.3685, 2.1479], [-0.4571, 2.8721, -3.0417], [1.3107, 1.5449, -3.0500], [-0.0618, 1.3938, -4.4283], [1.0350, -1.3684, 0.4879], [-2.8419, 1.5662, 3.1295], [0.7369, -0.8205, -0.9425], [-0.5935, 0.9032, -2.9114], [-1.7090, -0.5804, 0.5444], [2.1346, 0.1185, -3.0496], [0.8022, -3.1790, -1.3962], [0.8536, -0.1717, 1.3666], [-1.5309, 2.8444, -3.2825], [-0.4253, -1.1345, 2.6364], [-1.4556, 1.6641, 5.0311], [-0.9026, -2.0320, -1.1500], [1.8837, -4.5652, -0.1278], [2.6095, -1.6792, -1.7700], [-0.4679, 0.7320, 3.3075], [0.2684, 0.2118, -0.9213], [1.1910, 0.7461, 0.9945], [-0.2304, -0.0370, 2.2283], [1.5357, 1.9672, -2.0222], [-3.8179, 0.5882, 1.3337], [3.1721, 0.1058, -3.4523], [-1.4728, 0.3531, 1.2417], [-0.1702, -1.9354, -2.5729], [-3.7124, 1.4872, 3.7147], [2.6558, -0.0960, -0.9929], [-3.0946, -0.6270, 2.5654], [-2.6681, 2.4888, 2.6817]],
  "forces_ev_per_angstrom": [[-1.950, -2.840, 0.277], [-1.348, 1.074, -0.391], [-2.403, -2.611, -2.276], [-1.931, 3.091, -0.282], [2.183, 3.580, -2.400], [0.056, 0.706, -0.673], [0.011, -3.249, -2.499], [-9.243, -11.348, -9.175], [-0.387, 4.369, 2.523], [-1.943, -2.190, -3.755], [-4.593, 3.834, -7.623], [-0.255, 1.242, -0.086], [-2.323, -0.629, -0.855], [0.384, -1.491, 5.947], [0.798, -5.176, 8.473], [0.796, 11.446, -6.647], [-2.767, 0.611, -1.625], [-6.966, -3.505, 1.808], [9.908, -2.631, 2.667], [-0.576, -0.770, -3.071], [-3.105, 9.775, -7.900], [1.748, -6.247, 2.477], [3.905, 1.118, -0.640], [-1.568, -2.150, 1.372], [1.076, 2.419, 0.544], [1.498, 2.670, 2.576], [0.052, 4.008, 3.079], [8.723, -3.151, 3.349], [2.765, 0.934, 0.667], [-0.043, 1.579, -1.019], [0.534, 0.860, 0.579], [-0.823, -0.043, 0.380], [4.974, -9.071, 1.939], [-0.048, 3.333, 0.184], [7.702, 9.245, 6.847], [-0.052, -1.758, 0.249], [0.160, 1.141, -1.761], [-7.394, -5.979, -3.691], [-0.691, -0.413, -0.967], [2.486, -1.625, 2.277], [-0.262, 1.322, 0.179], [-3.071, -5.858, 2.169], [-0.762, 0.874, -5.982], [-1.437, 0.706, 0.549], [6.812, 6.768, 10.423], [-1.014, -5.268, 2.734], [0.385, 1.298, -0.949]],
  "lowdin_charge": [0.21, 0.12, 0.05, -0.35, 0.00, 0.09, 0.09, -0.07, -0.50, -0.16, -0.46, 0.13, 0.15, -0.14, 0.14, -0.11, 0.22, 0.02, -0.22, 0.10, 0.05, -0.13, -0.15, 0.09, 0.13, -0.16, 0.12, -0.16, 0.13, 0.20, 0.08, 0.12, 0.24, 0.17, -0.28, 0.13, 0.11, -0.47, 0.14, 0.16, 0.12, -0.08, 0.07, 0.06, -0.04, 0.01, 0.07]
}

---

# 3
{
  "formula": "C15H27N3O3",
  "method": "the ωB97M-V functional and the def2-TZVPD basis",
  "homo_lumo_gap_ha": 0.189,
  "energy_ha": -976.9933,
  "de_lowest_ev": 23.367,
  "e_lumo_ev": -0.332,
  "homo_energy_ev": -5.472,
  "species": ["C", "H", "H", "N", "C", "C", "C", "C", "O", "H", "H", "H", "H", "H", "C", "H", "N", "H", "C", "C", "H", "C", "C", "C", "H", "H", "H", "O", "H", "C", "H", "H", "H", "N", "H", "H", "C", "H", "H", "H", "H", "O", "C", "H", "H", "H", "C", "H"],
  "xyz": [[-1.2155, -0.4111, -2.6514], [2.1864, -2.6979, -2.9436], [-0.3402, 0.1935, -2.4380], [-3.3123, 0.2353, 1.6013], [-0.9987, 0.7122, 1.4421], [2.4653, 0.8955, -0.2990], [1.4519, -1.9041, -2.8319], [2.0935, -0.5949, -2.3319], [0.5351, 1.4809, 3.4819], [-2.4380, 1.3401, -2.4284], [1.4747, 0.4216, 5.0245], [0.8297, 0.3265, 1.0509], [1.5219, 3.2509, 0.5205], [3.5037, 0.9999, 0.0023], [-1.1120, -1.8790, -2.2156], [-0.0698, 0.9184, 1.9846], [-1.3910, -0.7497, 4.0087], [0.2816, 2.7496, 1.6676], [0.5700, 0.4709, 4.3680], [-1.0178, 0.6774, 0.0996], [1.1430, -0.7103, -0.4026], [0.3085, -2.3752, -1.9132], [1.5372, 1.1390, 0.9287], [-2.2469, 0.4041, -0.5161], [1.0633, -1.7149, -3.8368], [-0.2651, 0.4316, 5.1159], [-1.5670, -2.5011, -2.9857], [-0.4455, -0.4609, 4.5696], [3.1180, -0.5492, -2.7090], [2.1260, -0.5175, -0.8212], [0.0709, 2.4432, -0.0643], [-4.1647, 0.0560, -0.1671], [-1.6989, -2.0839, -1.3147], [-3.2710, 0.2251, 0.2846], [-0.1480, 0.8689, -0.4998], [2.1790, 1.6491, -1.0324], [-2.1698, 0.4848, 2.1883], [2.8001, -1.2505, -0.3793], [0.2755, -3.4629, -1.9905], [-1.3682, -0.4088, -3.7278], [-3.3088, -0.2307, -2.2788], [-2.1239, 0.5145, 3.5243], [0.8005, 2.4673, 0.7535], [0.5417, -0.5759, 3.9320], [2.0986, 1.2507, 1.8480], [0.4882, -2.1615, -0.8653], [-2.4148, 0.3355, -2.0117], [1.6234, 0.2977, -2.7409]],
  "forces_ev_per_angstrom": [[-0.779, 0.187, 0.204], [0.161, 0.017, 0.205], [0.234, -0.289, -0.078], [-0.610, 0.053, 0.612], [-0.449, -0.667, 1.188], [-1.058, -0.783, 0.905], [-0.729, 0.744, 0.131], [0.771, -0.718, -0.034], [-0.281, -0.482, 1.721], [-0.314, 0.121, 0.028], [-1.323, -0.817, 0.298], [1.652, -0.118, -0.223], [0.108, 0.063, 0.084], [0.142, 0.155, -0.317], [0.297, 0.025, 0.079], [-1.461, 0.024, 0.954], [-13.123, -5.752, -11.927], [0.049, 0.221, -0.050], [11.295, 7.488, -7.798], [-1.907, -0.802, -1.477], [0.251, -0.171, -0.253], [-0.335, -0.921, -0.517], [1.823, 1.244, -0.791], [1.095, 0.388, -0.384], [-0.053, -0.195, -0.063], [-1.356, 2.258, 3.998], [0.009, 0.003, -0.159], [0.296, -2.854, 16.202], [0.072, 0.048, -0.041], [0.453, 1.183, 0.030], [0.608, 0.690, 0.255], [-0.010, -0.052, 0.342], [-0.100, 0.210, 0.020], [-0.991, -0.179, -0.901], [-0.302, -0.513, -0.127], [0.424, -0.005, -0.310], [0.453, -0.208, 1.188], [0.026, -0.204, -0.073], [-0.069, -0.111, 0.127], [0.123, 0.309, -0.133], [-0.297, 0.316, 0.090], [-1.387, 0.866, -0.282], [0.418, 0.889, 0.050], [5.542, -0.314, -2.770], [0.114, -0.239, 0.165], [0.253, -0.268, -0.153], [0.537, -0.813, -0.007], [-0.271, -0.026, -0.011]],
  "lowdin_charge": [-0.18, 0.10, 0.08, 0.19, 0.01, -0.16, -0.18, -0.21, -0.22, 0.13, 0.20, 0.05, 0.09, 0.11, -0.18, 0.04, -0.04, 0.08, -0.37, -0.02, 0.06, -0.21, -0.28, -0.18, 0.11, 0.13, 0.11, -0.13, 0.11, -0.22, 0.07, 0.18, 0.11, 0.07, 0.09, 0.10, -0.33, 0.13, 0.11, 0.12, 0.12, -0.04, -0.11, 0.14, 0.11, 0.09, -0.10, 0.09]
}

---

# 4
{
  "formula": "C15H27N5O6Sr",
  "method": "the ωB97M-V functional and the def2-TZVPD basis",
  "homo_lumo_gap_ha": [0.146, 0.202],
  "energy_ha": -1343.2083,
  "de_lowest_ev": 5.626,
  "e_lumo_ev": [-1.844, -1.492],
  "homo_energy_ev": [-5.823, -6.986],
  "species": ["H", "C", "H", "H", "H", "H", "H", "C", "N", "C", "O", "N", "C", "O", "H", "O", "C", "N", "N", "H", "H", "C", "N", "C", "C", "H", "Sr", "O", "C", "C", "H", "H", "H", "C", "H", "H", "H", "H", "C", "O", "H", "H", "H", "H", "H", "C", "O", "C", "C", "H", "H", "H", "H", "H"],
  "xyz": [[2.9491, -3.3604, -1.8945], [-0.1710, 0.4654, 5.3049], [-2.6527, 2.6055, 2.2113], [2.4769, 1.3560, 3.3029], [2.2078, 0.3174, 1.2042], [-0.5617, 4.8728, -0.0350], [1.2755, 1.0383, -4.2530], [-0.8456, -4.2862, -1.1543], [1.4009, -0.2409, 1.4903], [1.5292, 0.8976, 3.6295], [0.0068, -2.2601, -5.2414], [1.5869, -1.3032, -1.4705], [-0.3512, -0.5846, 3.1274], [-2.0766, -2.2381, 0.3916], [-0.7876, -1.9156, -4.7821], [1.9950, 0.8486, -4.8396], [0.8534, 0.0381, 2.7623], [0.5677, 2.0330, -0.9663], [-0.8864, -2.1374, -0.1802], [-1.7829, -0.8520, 4.7018], [-0.9854, -4.6565, -0.1217], [-1.7447, 0.0767, -2.4293], [-1.6629, 1.0335, 0.5459], [-0.0768, 2.8365, -0.1545], [-0.2481, -2.9500, -1.0028], [1.7317, -0.0010, -5.2737], [-0.0600, -0.0616, -0.5873], [-2.7715, 0.4273, 1.1736], [-1.3020, 2.3045, 0.6572], [-0.8519, -0.3597, 4.4037], [1.8418, 1.6028, -2.3267], [0.9988, 4.4578, -0.8867], [1.5630, -4.3437, -2.5792], [0.3469, 4.2525, -0.0238], [1.5604, -1.2204, 1.2721], [0.9176, 4.3440, 0.9164], [-2.4092, -0.5028, -1.7602], [-2.6752, -0.5198, 0.8564], [-2.0745, 3.2306, 1.5157], [2.7220, -0.7536, -1.5295], [2.1222, -2.8188, -3.4021], [-1.6593, 1.1335, -2.0841], [-0.5612, 0.6246, 6.3094], [1.5699, 1.7266, 5.6106], [-0.8685, -1.2418, 2.4183], [1.0816, -2.5370, -1.6161], [1.7651, 2.3639, -1.7049], [1.9887, -3.3552, -2.4456], [1.0252, 1.0894, 4.9087], [-1.8667, -0.0852, -3.4871], [-1.8388, -4.1380, -1.6145], [-2.7506, 3.7882, 0.8455], [-0.1978, -4.9298, -1.7480], [-1.3635, 3.8885, 2.0350]],
  "forces_ev_per_angstrom": [[-0.258, -0.264, -0.441], [0.347, 0.126, -0.294], [0.130, 0.487, -0.134], [-0.517, -0.245, 0.264], [-0.149, -0.347, 0.503], [0.582, 0.154, 0.162], [-0.903, 0.058, 0.249], [-0.124, -0.320, -0.407], [0.641, 0.195, -0.456], [0.029, -0.134, -0.051], [-0.230, 0.384, 0.540], [0.462, -2.583, -0.183], [0.441, 0.210, 0.007], [1.467, -0.923, -1.153], [0.276, -0.119, -0.207], [0.420, -1.104, -0.828], [0.066, -0.316, 0.176], [0.296, 2.770, -0.005], [0.404, -0.214, 0.460], [0.342, 0.228, -0.083], [-0.068, -0.225, -0.623], [0.150, 0.116, 0.130], [-1.100, 2.477, 1.035], [1.372, -1.259, -1.537], [-0.493, 0.508, 0.974], [0.205, 0.941, 0.564], [-0.446, -1.055, -0.636], [1.416, 1.748, -0.545], [-1.032, -2.903, -0.189], [-0.075, -0.011, 0.239], [0.053, 0.477, 0.615], [-0.256, 0.226, 0.465], [0.394, -0.120, -0.287], [-0.122, -0.062, 0.091], [0.036, 0.074, 0.364], [-0.297, 0.388, -0.320], [0.102, 0.200, -0.553], [0.132, 0.120, 0.151], [0.174, 0.124, -0.116], [-0.542, -0.881, -0.352], [0.007, -0.569, 0.267], [-0.401, -0.460, -0.723], [0.105, -0.054, -0.260], [-0.231, -0.203, -0.213], [0.191, 0.214, 0.282], [0.377, 2.160, 1.140], [-1.835, 0.567, 1.117], [-0.082, -0.308, -0.127], [-0.456, 0.091, 0.322], [-0.458, 0.260, -0.154], [0.354, -0.472, 0.120], [0.127, 0.120, 0.549], [-0.431, -0.311, 0.082], [-0.591, 0.038, 0.008]],
  "lowdin_charge": [0.11, -0.09, 0.09, 0.12, 0.10, 0.10, -0.01, -0.03, -0.01, -0.05, -0.13, -0.29, -0.04, -0.18, -0.05, -0.06, -0.32, -0.17, -0.31, 0.11, 0.10, -0.22, -0.16, -0.25, -0.30, 0.05, 1.47, -0.01, -0.24, -0.08, 0.08, 0.09, 0.07, -0.01, 0.09, 0.11, -0.05, 0.07, -0.01, -0.01, 0.10, -0.07, 0.10, 0.10, 0.10, -0.21, -0.01, 0.00, -0.09, -0.08, 0.10, 0.11, 0.07, 0.09]
}